C27H39BrClCuINO7SSi | ωB97M-V with the def2-TZVPD basis set

As for the charge: 0. The calculation puts the orbital gap at 7.1 eV. The lowest unoccupied orbital energy is -1.0 eV. The largest force on an atom comes out at 0.01021 hartree/bohr. The HOMO energy comes out at -8.08 eV. The value obtained for the total energy is -7293.881171 hartree.

XYZ file:
```
80
Properties=species:S:1:pos:R:3:forces:R:3:mulliken_charge:R:1
Cu 1.50910 -0.13163 0.46702 -0.137 0.070 0.502 -0.08
O 2.12009 -1.04205 -1.27663 0.075 -0.252 -0.112 -0.33
N 1.59468 0.05618 -1.44304 -0.163 0.166 -0.173 0.21
C -3.10274 -1.02165 0.38052 -0.004 0.023 0.022 -1.22
C -3.45580 -1.65819 -0.95658 -0.030 0.007 0.001 1.54
C -4.33667 -2.88274 -0.75308 0.005 0.019 -0.015 -1.72
C -4.12375 -0.64761 -1.87690 -0.027 0.008 0.010 -1.65
O -2.27489 -2.11858 -1.64956 -0.023 -0.068 0.000 0.79
Si -0.68394 -2.09205 -1.37003 -0.108 0.006 0.038 -1.21
S -0.21255 0.03757 -1.52743 0.301 0.116 0.051 0.11
O -0.21118 -2.48927 0.11548 0.016 0.014 0.072 1.53
C 0.20284 -3.73894 0.73040 -0.016 -0.019 0.002 1.59
C -0.21540 -3.63982 2.18832 -0.003 0.015 -0.001 -1.57
C 1.71394 -3.82924 0.59453 0.012 -0.013 0.000 -1.39
C -0.49030 -4.91014 0.04678 0.023 -0.022 0.014 -1.43
O 0.07839 -2.97235 -2.47582 0.133 -0.065 -0.049 -0.50
C -0.10815 -3.18906 -3.88874 -0.023 0.030 -0.063 1.68
C 1.19592 -3.79752 -4.38103 -0.018 0.005 0.003 -1.75
C -1.26995 -4.15416 -4.07817 0.002 -0.021 -0.015 -1.47
C -0.38227 -1.86130 -4.58194 -0.023 -0.007 -0.009 -1.51
H -4.01887 -0.73905 0.90088 0.001 0.006 -0.006 0.56
H -2.50309 -0.11845 0.24608 0.001 -0.020 0.000 0.33
H -2.54622 -1.71448 1.01159 -0.003 -0.001 0.003 0.08
H -5.29245 -2.59719 -0.31117 0.011 0.005 0.000 0.45
H -3.84824 -3.59609 -0.08774 0.008 -0.003 0.001 0.31
H -4.52631 -3.37168 -1.70921 0.000 0.001 0.004 0.32
H -5.03773 -0.26217 -1.42235 0.005 -0.009 -0.004 0.47
H -4.37788 -1.11295 -2.83003 0.011 0.001 -0.001 0.32
H -3.45391 0.19327 -2.06641 0.000 -0.002 0.005 0.28
H 0.18602 -2.72795 2.62823 -0.001 -0.010 0.000 0.13
H 0.16153 -4.49989 2.74412 -0.006 -0.010 -0.007 0.45
H -1.30412 -3.62918 2.27181 -0.001 0.014 0.000 0.35
H 2.18512 -2.98740 1.10479 -0.006 -0.005 -0.010 0.11
H 2.00134 -3.81626 -0.45778 0.001 0.007 0.008 0.14
H 2.07795 -4.75314 1.04713 -0.005 -0.003 -0.002 0.50
H -1.57367 -4.77246 0.06003 -0.008 0.005 -0.002 0.17
H -0.26119 -5.83507 0.57864 0.004 0.015 -0.006 0.55
H -0.15885 -5.01481 -0.98622 -0.004 -0.001 -0.001 0.19
H 1.40353 -4.72358 -3.84367 0.004 0.006 0.000 0.34
H 2.02232 -3.10597 -4.21386 -0.001 -0.004 0.006 0.35
H 1.13390 -4.01984 -5.44724 -0.003 0.005 0.005 0.44
H -1.06405 -5.09833 -3.57128 -0.001 0.009 0.006 0.33
H -1.41813 -4.35890 -5.13979 0.001 -0.002 0.005 0.50
H -2.18763 -3.73039 -3.67045 0.003 0.001 -0.004 0.12
H 0.42855 -1.15604 -4.39316 -0.002 -0.003 -0.003 0.32
H -1.31969 -1.42540 -4.22869 0.018 0.003 0.000 0.17
H -0.46344 -2.01130 -5.65945 0.000 -0.010 0.006 0.55
Br -0.15038 6.78374 0.54440 -0.004 -0.009 0.017 -0.17
C -0.25830 5.85637 -1.10028 0.017 0.026 0.059 0.17
C -0.72519 6.55254 -2.20806 -0.005 0.011 0.013 -0.57
C -0.80979 5.92241 -3.43651 0.006 -0.041 -0.037 -0.43
C -0.42407 4.59454 -3.56142 -0.021 0.042 -0.021 -0.83
C 0.04214 3.90367 -2.45687 0.006 -0.006 0.058 -0.16
C 0.12764 4.52622 -1.21353 -0.053 -0.020 -0.051 0.18
I 0.85521 3.42564 0.39858 0.120 -0.054 -0.033 0.35
H -1.01726 7.58763 -2.09733 0.002 -0.006 0.003 0.39
H -1.17274 6.47101 -4.29559 0.000 -0.003 0.004 0.36
H -0.48278 4.09509 -4.51956 0.001 0.002 0.002 0.39
H 0.34797 2.87046 -2.55264 0.004 0.001 0.001 0.36
C 4.66534 3.62692 5.21536 0.032 0.007 0.009 -1.34
C 3.26892 3.98222 4.79877 -0.046 0.066 -0.032 0.82
C 2.85772 5.30021 4.68101 0.006 -0.081 -0.001 -0.82
C 1.56431 5.60286 4.27981 -0.051 -0.074 -0.016 0.15
Cl 1.08043 7.26794 4.12858 -0.009 0.056 -0.001 -0.24
C 0.66312 4.60062 3.98939 0.026 0.109 0.001 -0.82
C 1.06152 3.27486 4.10053 -0.129 -0.022 -0.062 -0.77
C 2.34999 2.96765 4.50252 0.053 0.159 0.031 1.10
O 2.82139 1.69898 4.65980 0.038 -0.084 0.020 -0.44
C 1.97607 0.63941 4.30177 -0.072 -0.101 -0.018 -0.98
C 1.90930 0.39133 2.80469 0.014 0.158 -0.100 1.23
O 1.33343 -0.67094 2.41855 -0.026 -0.041 -0.135 -0.51
O 2.37133 1.21902 1.98938 -0.100 -0.042 0.026 -0.85
H 5.24534 4.52638 5.41754 -0.004 -0.010 -0.003 0.40
H 5.16766 3.05469 4.43385 -0.006 -0.004 0.001 0.27
H 4.66246 3.00448 6.11136 -0.005 0.000 -0.001 0.30
H 3.55257 6.10095 4.89888 -0.001 0.001 -0.002 0.36
H -0.33552 4.84483 3.65424 0.004 0.004 0.004 0.51
H 0.35131 2.50061 3.83877 0.050 0.098 0.001 0.33
H 0.95501 0.80030 4.66390 0.056 -0.133 0.012 0.38
H 2.35369 -0.25546 4.79115 0.075 -0.017 -0.030 0.43
```
Forces are in eV/Å.